The following is a quantum chemistry calculation of a molecular structure, C30H79AsF6O28S9, from the OMol25 dataset.

The calculation puts the LUMO energy at 2.60 eV. Its net charge is -2. Its HOMO energy is -0.6 eV. As for the largest force on an atom: 1.8 eV Å⁻¹. Its HOMO-LUMO gap is 3.216 eV.

CARTESIAN COORDINATES (ANGSTROEM)
C -2.2056 3.1743 -3.2391
C -3.4382 4.1060 -3.1126
C -4.7326 3.3343 -3.4130
O -3.5043 4.7189 -1.9121
H -1.3319 3.8341 -3.1608
H -2.1792 2.7950 -4.2813
H -2.1256 2.3652 -2.5101
H -3.2746 4.9021 -3.8997
H -4.6549 2.7297 -4.3334
H -5.5656 4.0391 -3.5069
H -5.0451 2.6830 -2.5928
As 0.9074 -0.3657 -0.8811
F 0.0386 -0.5912 0.6007
F 1.5868 1.0470 -0.1949
F 1.7773 -0.1506 -2.3610
F 0.2904 -1.8921 -1.4796
F -0.4341 0.4692 -1.5332
F 2.2664 -1.3097 -0.3287
O 3.1420 2.2399 -5.2139
S 1.9818 2.9135 -4.7401
O 2.0586 3.7909 -3.6217
O 1.4360 3.7721 -5.9730
C 0.4126 4.7584 -5.6374
C 0.0077 5.3700 -6.9666
C 0.6419 1.7560 -4.5829
H 0.9093 5.5198 -5.0406
H -0.4376 4.3009 -5.1411
H 0.8062 6.0034 -7.3550
H -0.8572 6.0170 -6.8052
H -0.2430 4.6069 -7.7012
H 0.0056 2.0896 -3.7633
H 1.0498 0.7905 -4.3053
H 0.0925 1.7302 -5.5161
O -4.4387 -4.0419 0.6180
S -4.0297 -2.7786 1.1416
O -4.8369 -1.6347 0.9401
O -3.9117 -2.9039 2.7488
C -3.6653 -4.1793 3.3706
C -3.1649 -3.9461 4.7964
C -2.3521 -2.4341 0.7156
H -2.8896 -4.7472 2.8515
H -4.5918 -4.7466 3.4410
H -2.9804 -4.9103 5.2767
H -3.9781 -3.4695 5.3532
H -2.2914 -3.3088 4.9084
H -1.7807 -3.3530 0.7400
H -1.9683 -1.7191 1.4329
H -2.3204 -2.0849 -0.3164
O -4.3057 -1.6683 -4.8370
S -3.6128 -1.3341 -3.6363
O -3.8475 -0.1080 -2.9695
O -3.9504 -2.4376 -2.4985
C -4.3346 -3.7322 -2.9453
C -3.1278 -4.6470 -3.0400
C -1.8729 -1.6117 -3.9110
H -4.9118 -3.7615 -3.8734
H -5.0597 -4.1712 -2.2552
H -2.6014 -4.6046 -3.9979
H -3.4004 -5.6974 -2.9147
H -2.3395 -4.3669 -2.3399
H -1.5334 -0.7210 -4.4276
H -1.8407 -2.5268 -4.4953
H -1.3770 -1.8317 -2.9699
O 5.0099 1.9304 0.3830
S 5.5408 2.8939 -0.5307
O 6.7830 3.5223 -0.2501
O 5.6788 2.2142 -1.9538
C 4.6918 1.2039 -2.3132
C 5.0712 0.5197 -3.6035
C 4.3132 4.1248 -0.8614
H 3.7187 1.6974 -2.4291
H 4.5171 0.5488 -1.4600
H 5.2469 1.2078 -4.4255
H 4.1444 0.0556 -3.9546
H 5.8403 -0.2119 -3.3656
H 4.6268 4.8179 -1.6296
H 4.0227 4.5563 0.0943
H 3.4420 3.5599 -1.2041
O 0.9415 -6.3591 -4.8184
S 0.7842 -5.4245 -3.7604
O -0.1055 -4.3212 -3.9359
O 0.4156 -6.2199 -2.4463
C 0.1889 -5.4722 -1.2241
C -0.8984 -6.0997 -0.3918
C 2.3825 -4.7780 -3.3314
H 0.0044 -4.4020 -1.3812
H 1.1596 -5.4406 -0.7091
H -0.6631 -7.1540 -0.2217
H -1.8434 -6.0957 -0.9353
H -1.0065 -5.5740 0.5493
H 3.0223 -5.6553 -3.3031
H 2.3355 -4.2610 -2.3738
H 2.6739 -4.0205 -4.0529
O -5.6514 1.9097 1.5559
S -4.3345 2.3846 1.2421
O -4.1529 3.7350 0.9063
O -3.3762 2.0820 2.5026
C -3.2817 0.7113 2.9356
C -1.8708 0.5783 3.5022
C -3.6919 1.3343 -0.0421
H -3.3615 -0.0093 2.1264
H -4.0249 0.5322 3.7121
H -1.1661 0.3734 2.6893
H -1.8197 -0.3375 4.1047
H -1.4984 1.4306 4.0640
H -4.0700 1.6789 -0.9983
H -4.0716 0.3300 0.1229
H -2.6082 1.3780 0.0461
O -0.2209 -4.1853 2.9388
S 0.5363 -3.5550 3.9578
O 0.0361 -2.4274 4.6495
O 0.8919 -4.6559 5.0430
C 1.2558 -4.2526 6.3833
C 0.0105 -4.1179 7.2423
C 2.1334 -3.2309 3.2933
H 1.8619 -3.3450 6.3699
H 1.8650 -5.0749 6.7561
H -0.5439 -3.2050 7.0337
H 0.3473 -3.9998 8.2787
H -0.6229 -4.9917 7.1204
H 2.8294 -2.8974 4.0528
H 1.9469 -2.4774 2.5330
H 2.4315 -4.1182 2.7410
O -1.9078 5.4377 0.8985
S -0.5105 5.2629 0.9616
O 0.3901 6.3299 0.6382
O -0.2049 4.7708 2.4704
C 1.1714 4.5266 2.7834
C 1.3413 4.5366 4.2861
C -0.1278 3.7870 0.0345
H 1.7933 5.3160 2.3551
H 1.4840 3.5594 2.3768
H 2.3821 4.3865 4.5632
H 0.6722 3.8071 4.7467
H 1.0437 5.4979 4.7140
H 0.9420 3.6549 0.1788
H -0.2538 4.0751 -1.0109
H -0.8662 3.0427 0.2968
O 4.8441 3.5815 3.9392
S 4.8986 2.5624 4.9402
O 4.7954 2.9333 6.2986
O 3.7458 1.5475 4.6442
C 3.4704 1.0309 3.3009
C 2.0627 0.5279 3.3113
C 6.3271 1.5366 4.6611
H 4.2249 0.2637 3.1162
H 3.5797 1.8665 2.6091
H 1.3221 1.3237 3.3168
H 1.8925 -0.2536 4.0513
H 1.8551 -0.0009 2.3755
H 7.0936 2.1868 4.2464
H 6.0743 0.8351 3.8702
H 6.5816 1.0574 5.5983

Cartesian forces, eV/Å:
C 0.14 0.58 -1.08
C -0.06 0.61 1.62
C -0.33 -0.02 -0.66
O 0.26 -0.38 -0.26
H 0.06 -0.11 0.32
H 0.03 -0.38 0.24
H -0.24 0.02 0.00
H -0.17 -0.43 -0.60
H -0.17 0.04 0.07
H 0.14 0.09 -0.17
H 0.42 -0.07 0.07
As 0.31 -0.81 -0.07
F -0.04 -0.36 0.37
F 0.32 0.54 -0.04
F 0.15 0.24 -0.39
F -0.43 -0.12 -0.09
F -0.29 0.23 -0.20
F 0.19 0.01 0.63
O 0.50 -0.17 -0.24
S -1.28 0.01 -0.96
O 0.26 0.08 0.79
O 0.22 -0.14 0.29
C 0.50 0.44 -1.04
C -0.13 0.28 0.25
C 0.17 0.08 0.77
H -0.34 -0.12 0.40
H 0.04 -0.10 0.25
H 0.08 -0.15 -0.08
H -0.05 -0.11 -0.03
H -0.05 -0.02 0.02
H -0.10 0.05 -0.14
H 0.12 -0.08 -0.10
H 0.04 -0.05 -0.08
O 0.03 -0.56 -0.21
S 0.39 -0.27 0.82
O -0.25 0.49 -0.11
O 0.01 -0.15 -0.16
C 0.85 0.00 0.61
C -0.91 0.29 0.18
C -0.19 -0.25 -0.33
H -0.25 0.09 -0.39
H -0.03 -0.03 -0.38
H 0.09 -0.01 -0.12
H 0.11 0.02 0.10
H 0.09 -0.06 -0.39
H 0.07 -0.21 0.32
H 0.11 0.18 -0.14
H -0.15 0.32 0.12
O -0.30 -0.15 -0.45
S 0.49 -0.32 0.92
O 0.12 0.50 0.05
O -0.41 0.14 -0.70
C -0.31 -1.54 0.04
C 0.58 -0.20 -0.59
C -0.96 -0.44 0.23
H 0.39 0.72 -0.19
H 0.32 0.55 0.61
H -0.31 0.18 -0.11
H -0.05 0.07 0.23
H -0.32 -0.08 0.36
H 0.34 -0.06 -0.01
H 0.24 0.19 -0.36
H 0.10 0.53 0.06
O -0.10 -0.13 0.39
S -0.64 0.18 -0.66
O 0.67 0.20 0.02
O 0.38 -0.16 0.11
C -1.22 0.61 0.02
C -0.77 -0.07 0.55
C -0.64 -0.97 0.35
H 0.23 0.21 -0.17
H 0.47 -0.29 -0.18
H 0.70 0.17 0.26
H 0.19 -0.52 0.26
H 0.20 -0.01 -0.66
H 0.19 0.15 0.11
H 0.26 0.34 -0.06
H 0.00 0.14 -0.17
O -0.05 -0.73 -0.02
S 0.51 1.40 0.18
O -0.23 0.00 0.10
O -0.42 -0.20 -0.19
C 0.81 0.97 0.72
C 0.04 -0.73 -0.72
C -0.33 -0.08 0.19
H -0.36 -0.24 -0.62
H -0.21 -0.43 0.14
H 0.05 0.10 0.26
H -0.03 0.22 0.10
H 0.03 0.05 0.17
H 0.35 0.23 0.00
H -0.10 -0.16 0.10
H 0.03 -0.26 -0.31
O -0.23 -0.33 0.41
S -0.73 -0.63 -0.68
O 0.34 0.83 0.32
O -0.15 -0.29 -0.65
C 1.10 0.62 0.83
C 0.23 -1.15 -0.32
C 0.03 -0.13 0.68
H -0.52 0.20 -0.08
H -0.21 -0.06 -0.23
H 0.00 0.35 -0.07
H -0.02 0.22 0.22
H -0.32 0.11 0.11
H 0.19 0.40 0.01
H 0.10 -0.02 0.04
H 0.06 -0.03 -0.43
O -0.48 -0.51 -0.28
S 1.20 -0.43 0.16
O -0.37 1.07 0.39
O -0.04 -0.47 -0.21
C -0.50 -0.12 0.12
C 0.56 0.63 0.36
C -0.57 0.11 -0.70
H -0.10 0.03 -0.08
H 0.08 0.01 -0.13
H -0.07 -0.13 -0.34
H -0.16 -0.34 0.01
H -0.05 -0.04 0.14
H 0.08 -0.01 0.03
H 0.19 0.41 0.00
H 0.23 -0.15 0.33
O -0.30 0.59 0.45
S -0.80 -0.95 -0.45
O 0.49 -0.01 0.04
O 0.29 0.06 -0.15
C 0.39 0.26 0.38
C -0.55 0.30 0.24
C 0.46 1.71 -0.36
H -0.06 -0.08 -0.18
H -0.07 0.02 -0.08
H 0.01 -0.30 -0.03
H 0.28 -0.22 0.03
H 0.00 0.08 -0.24
H -0.12 -0.89 0.16
H -0.28 -0.02 0.03
H 0.33 -0.37 0.21
O 0.34 0.15 -0.17
S -0.24 -0.19 -1.82
O 0.04 -0.05 1.19
O -0.44 -0.37 0.81
C 0.14 0.77 0.24
C -0.29 -0.94 -0.87
C -0.21 0.54 -0.32
H -0.20 -0.04 -0.25
H 0.20 -0.22 -0.15
H 0.03 0.05 0.52
H -0.11 0.41 0.48
H 0.25 0.21 -0.25
H 0.21 0.00 0.35
H -0.01 -0.15 0.12
H 0.19 -0.09 -0.04

These are the Mulliken partial charges, in e, on atoms 1 to 8:
1. C 0.149
2. C 0.054
3. C -1.248
4. O -0.784
5. H -0.227
6. H 0.430
7. H -0.073
8. H -0.045